C72H84F10N17O20S10 | ωB97M-V/def2-TZVPD

```
213
Properties=species:S:1:pos:R:3:mulliken_charge:R:1
C -6.4197 -14.4062 -0.4086 -0.928
N -5.7907 -13.0775 -0.3309 0.033
C -4.9811 -12.7231 0.6525 -0.264
C -4.3854 -11.4396 0.7056 -0.725
C -4.6995 -10.5004 -0.2441 0.403
C -5.5709 -10.8580 -1.2405 -0.586
C -6.2016 -12.1243 -1.2157 -0.367
C -4.0286 -9.1337 -0.2391 0.885
C -2.7541 -8.8976 0.2351 -0.771
C -2.2225 -7.5452 0.4279 -0.217
N -2.9880 -6.4455 0.1082 0.601
C -4.2826 -6.6919 -0.3284 -0.737
C -4.7593 -7.9642 -0.4381 -0.628
C -2.4634 -5.1297 0.3678 -1.112
H -6.4450 -14.9469 0.5375 0.383
H -5.9795 -15.0370 -1.1808 0.320
H -7.4761 -14.2123 -0.5947 0.399
H -4.7352 -13.5242 1.3339 0.441
H -3.7481 -11.1820 1.5386 0.518
H -5.8398 -10.2358 -2.0813 0.530
H -6.9718 -12.5201 -1.8611 0.463
H -2.1206 -9.7668 0.3335 0.592
H -1.2234 -7.3678 0.7977 0.447
H -4.9180 -5.8337 -0.4904 0.713
H -5.8066 -8.0639 -0.6824 0.558
H -2.7230 -4.3574 -0.3562 0.218
H -1.3870 -5.2601 0.2562 0.190
H -2.7143 -4.7321 1.3513 0.550
C 8.4741 5.3434 -0.0074 -0.930
N 7.4363 4.2374 -0.0778 0.096
C 6.3019 4.4129 0.5490 -0.924
C 5.2890 3.4762 0.4636 -0.976
C 5.4989 2.2897 -0.3109 0.217
C 6.6329 2.2203 -1.0589 -0.470
C 7.6213 3.2299 -0.9233 -0.618
C 4.4580 1.2885 -0.3828 0.962
C 4.8680 -0.0543 -0.2069 -1.648
C 3.8757 -1.0334 -0.4797 -0.468
N 2.5905 -0.6932 -0.6696 0.756
C 2.1522 0.5794 -0.7016 0.473
C 3.1248 1.5831 -0.5564 -0.416
C 1.5732 -1.7925 -0.6801 -0.482
H 8.2408 6.3021 -0.4706 0.350
H 9.4643 5.0278 -0.3360 0.351
H 8.6738 5.4939 1.0535 0.412
H 6.2978 5.2359 1.2483 0.738
H 4.3289 3.6790 0.9148 1.096
H 6.8013 1.3697 -1.7028 0.783
H 8.5144 3.2410 -1.5304 0.451
H 5.9093 -0.3117 -0.0808 0.847
H 4.0802 -2.0938 -0.4794 0.856
H 1.1133 0.7565 -0.9379 -0.109
H 2.8005 2.5995 -0.7246 0.506
H 1.6302 -2.2747 -1.6560 0.387
H 0.5884 -1.3254 -0.6891 -0.499
H 1.7501 -2.5259 0.1066 0.108
C -1.7226 2.3452 -2.9235 -1.278
N -1.2733 3.5322 -2.1863 0.407
C -2.1852 4.4484 -1.8972 -0.339
C -1.8276 5.6881 -1.3691 -0.483
C -0.5488 6.0042 -1.0392 0.709
C 0.3885 4.9912 -1.2991 -0.769
C 0.0152 3.7492 -1.8980 -0.548
C -0.1510 7.2341 -0.2933 1.036
C 1.1677 7.7808 -0.3388 -0.332
C 1.4526 9.0688 0.1397 -0.599
N 0.4741 9.7401 0.7669 0.205
C -0.7861 9.3210 0.7422 -0.637
C -1.1019 8.0709 0.2870 -0.617
C 0.6835 11.1696 1.1367 -1.006
H -1.0455 1.5356 -2.6511 0.192
H -1.6680 2.6482 -3.9691 0.348
H -2.7593 2.0811 -2.7146 0.562
H -3.1900 4.2180 -2.2192 0.613
H -2.6742 6.3218 -1.1502 0.577
H 1.4176 5.1168 -0.9965 0.245
H 0.7193 2.9512 -2.0817 0.578
H 1.9025 7.2186 -0.8959 0.484
H 2.4546 9.4703 0.1746 0.427
H -1.5457 9.9952 1.1096 0.488
H -2.1403 7.7997 0.4076 0.305
H 0.1481 11.5929 1.9866 0.401
H 0.5935 11.8115 0.2603 0.393
H 1.7091 11.2543 1.4958 0.360
C 10.2414 1.0939 -7.6455 -0.898
N 8.9040 0.6473 -7.2423 0.088
C 7.8490 1.5379 -7.3559 -0.390
C 6.6050 1.1199 -6.9248 -0.610
C 6.3724 -0.0999 -6.3383 0.820
C 7.5097 -0.8826 -6.0624 -0.794
C 8.7472 -0.5358 -6.5852 -0.304
C 5.0109 -0.6165 -5.8989 0.968
C 4.7594 -1.3612 -4.7458 -0.888
C 3.4966 -1.8812 -4.4914 -0.306
N 2.4634 -1.6305 -5.3039 0.220
C 2.6216 -0.8478 -6.3898 -0.196
C 3.8840 -0.3827 -6.7427 -0.858
C 1.1978 -2.2490 -4.9379 -1.483
H 10.9234 0.2748 -7.8736 0.348
H 10.7458 1.7149 -6.9051 0.362
H 10.1742 1.6819 -8.5608 0.363
H 8.0838 2.4712 -7.8461 0.477
H 5.7964 1.8326 -6.9929 0.499
H 7.4267 -1.7983 -5.4958 0.499
H 9.5602 -1.2467 -6.5755 0.436
H 5.5524 -1.5752 -4.0444 0.450
H 3.2564 -2.4384 -3.5980 0.660
H 1.7606 -0.7569 -7.0354 0.505
H 4.0027 0.1943 -7.6479 0.581
H 1.3767 -3.2931 -4.6809 0.593
H 0.5478 -2.2982 -5.8115 0.365
H 0.6284 -1.7647 -4.1446 0.467
C 5.2731 3.9589 4.2160 -1.122
N 4.6334 2.6351 4.0127 0.228
C 3.3568 2.4241 4.5380 -0.752
C 2.7957 1.1652 4.4973 -0.649
C 3.4521 0.1960 3.7772 0.861
C 4.6897 0.4797 3.1444 -0.900
C 5.2437 1.7335 3.2435 -0.833
C 2.8341 -1.1548 3.5578 0.699
C 3.6674 -2.2379 3.2776 -0.772
C 3.1816 -3.4995 2.8594 -0.577
N 1.8326 -3.6818 2.8754 0.293
C 0.9890 -2.7204 3.2979 -0.739
C 1.4898 -1.4397 3.5636 -0.185
C 1.3231 -5.0000 2.4608 -1.075
H 4.6134 4.4838 4.9069 0.508
H 5.3520 4.4321 3.2373 0.212
H 6.2071 3.7405 4.7337 0.389
H 3.0014 3.2410 5.1485 0.798
H 1.9163 0.8358 5.0308 1.006
H 5.1385 -0.2943 2.5394 0.405
H 6.1903 1.9204 2.7584 0.682
H 4.7381 -2.1539 3.3912 0.843
H 3.7966 -4.3292 2.5435 0.491
H -0.0776 -2.8888 3.3171 0.679
H 0.8531 -0.5906 3.7635 0.140
H 2.0184 -5.3882 1.7166 0.422
H 0.2620 -4.9809 2.2121 0.253
H 1.4385 -5.7092 3.2805 0.492
C -2.3187 5.9283 4.6328 -0.863
N -3.3102 5.1973 3.8610 0.185
C -3.3215 5.0302 2.4847 -0.245
C -4.2422 4.1784 1.8423 -0.498
C -5.2418 3.5605 2.5873 1.142
C -5.1935 3.6692 3.9584 -0.579
C -4.2985 4.5589 4.5617 -0.738
C -6.2876 2.7296 1.9636 0.147
C -7.6679 2.8762 2.2714 -0.800
C -8.6013 2.0403 1.7090 -0.409
N -8.3286 1.1669 0.7853 0.091
C -7.0156 0.9725 0.5634 -1.140
C -5.9732 1.6840 1.0817 -0.518
C -9.4521 0.4471 0.0955 -0.840
H -1.5485 6.4367 4.0528 0.133
H -1.7780 5.1858 5.2198 0.396
H -2.8161 6.6289 5.3036 0.450
H -2.5240 5.5194 1.9452 0.654
H -4.1465 4.1822 0.7665 0.474
H -5.9126 3.1033 4.5321 0.684
H -4.3953 4.7757 5.6153 0.488
H -8.0199 3.6056 2.9860 0.603
H -9.6643 2.1050 1.8889 0.377
H -6.7995 0.1780 -0.1355 1.050
H -4.9645 1.3420 0.9028 0.528
H -10.3642 1.0239 0.2483 0.343
H -9.4600 -0.5235 0.5914 0.372
H -9.0415 0.3544 -0.9100 0.358
N -2.8237 -5.5450 -3.1042 -0.114
S -1.9352 -6.6798 -3.3368 0.968
O -0.9373 -6.9367 -2.2665 -0.611
O -1.7216 -6.9365 -4.7501 -0.621
F -3.0935 -7.7568 -3.1029 -0.267
S -1.4924 -4.4484 -3.3897 0.990
O -0.7053 -4.5014 -4.6387 -0.674
O -0.8656 -3.8616 -2.2400 -0.233
F -2.5676 -3.2297 -3.6926 -0.349
N -1.0909 0.6275 -0.5940 0.581
S -1.4041 0.6102 0.8939 -0.987
O -0.6387 -0.3757 1.5975 0.069
O -2.6706 1.1098 1.4734 0.208
F -0.4097 1.8625 1.1900 -0.211
S -2.2967 -0.4738 -0.9710 0.620
O -3.4933 0.1474 -1.5372 -0.550
O -2.4761 -1.7467 -0.2242 0.002
F -1.5808 -1.0344 -2.3444 -0.449
N -7.1344 -2.1045 0.5694 -0.143
S -7.8589 -2.9245 -0.7545 1.090
O -7.4091 -4.2920 -1.0119 -0.520
O -8.2834 -2.0052 -1.8149 -0.591
F -9.2398 -3.2152 0.0188 -0.284
S -5.7459 -2.5478 0.2594 1.048
O -5.2553 -2.1590 -1.0434 -0.582
O -5.1123 -3.6497 0.9701 -0.615
F -5.1035 -1.3029 1.0344 -0.261
N 2.1798 4.9488 3.7105 0.056
S 2.6062 6.4944 3.2017 0.988
O 1.8147 7.6294 3.6308 -0.624
O 3.3589 6.5760 1.9798 -0.551
F 3.8040 6.6313 4.2548 -0.338
S 1.2219 4.6513 2.5976 0.861
O 1.6077 3.6959 1.5869 -0.239
O 0.2668 5.7213 2.2785 -0.381
F 0.3001 3.7631 3.5340 -0.367
N -0.7506 0.2273 5.7708 0.081
S -2.2602 0.9443 5.3313 0.827
O -2.5709 2.0656 6.2053 -0.647
O -3.3847 0.1865 4.7334 -0.434
F -1.6520 1.8176 4.1195 -0.145
S -1.3770 -0.9967 6.1190 0.773
O -1.5516 -1.9138 5.0366 -0.489
O -2.1884 -0.8984 7.2982 -0.614
F -0.0602 -1.6602 6.7827 -0.367
```

molecular weight: 2018.21 g mol⁻¹
LUMO energy: -15.046 eV
net charge: +7
2S+1: 1
energy: -10207.02966 hartree
relative energy (zero: lowest compared OMol25 entry of this formula, charge and spin): 52.6 kcal per mole